Entry from the OMol25 dataset: C42H93BrF7INbO13S as an isolated structure in a non-equilibrium geometry (wB97M-V/def2-TZVPD).

Geometry as XYZ:
```
159
Properties=species:S:1:pos:R:3
C 3.903 -1.938 0.589
C 4.344 -3.324 0.098
C 4.349 -3.447 -1.427
C 5.581 -2.795 -2.084
C 5.275 -1.996 -3.366
C 5.235 -0.472 -3.154
C 4.580 0.289 -4.318
C 3.810 1.571 -3.945
C 2.572 1.421 -3.050
C 1.446 0.572 -3.665
C 1.271 -0.788 -2.978
C 0.469 -0.703 -1.663
Nb -1.741 -0.507 -1.602
S -4.237 -0.740 -1.565
Br -1.807 -0.968 -4.132
I -1.756 2.281 -2.117
O -1.735 -0.204 0.250
C -0.790 -0.171 1.316
C -0.316 1.249 1.600
C 0.872 1.240 2.576
C -1.651 -2.779 -1.014
F -1.018 -2.839 0.218
F -2.916 -3.286 -0.783
C -0.957 -3.905 -1.861
F -0.071 -3.372 -2.731
F -0.258 -4.752 -1.068
C -1.911 -4.813 -2.677
F -2.829 -4.126 -3.330
F -1.219 -5.510 -3.575
F -2.535 -5.679 -1.892
H 3.170 -2.008 1.395
H 4.730 -1.327 0.976
H 3.432 -1.367 -0.223
H 3.703 -4.103 0.527
H 5.362 -3.530 0.463
H 3.442 -2.971 -1.824
H 4.289 -4.505 -1.712
H 6.330 -3.570 -2.298
H 6.045 -2.116 -1.351
H 4.301 -2.312 -3.766
H 6.015 -2.227 -4.145
H 6.268 -0.122 -3.009
H 4.711 -0.255 -2.213
H 3.906 -0.389 -4.864
H 5.361 0.576 -5.038
H 4.508 2.274 -3.463
H 3.484 2.050 -4.881
H 2.215 2.435 -2.825
H 2.879 0.976 -2.093
H 1.677 0.392 -4.729
H 0.496 1.115 -3.656
H 2.283 -1.183 -2.774
H 0.800 -1.504 -3.648
H 0.681 -1.608 -1.068
H 0.848 0.143 -1.057
H -4.468 0.205 -2.482
H 0.053 -0.836 1.107
H -1.298 -0.572 2.205
H -1.157 1.810 2.029
H -0.067 1.747 0.652
H 1.782 1.697 2.175
H 1.143 0.216 2.860
H 0.633 1.771 3.505
C 4.321 2.747 -0.048
O 4.270 2.328 1.302
C 5.531 2.123 1.902
C 5.978 3.303 2.737
O 6.211 4.461 1.954
C 5.147 5.395 1.983
H 3.306 3.006 -0.345
H 4.968 3.619 -0.172
H 4.678 1.941 -0.700
H 6.288 1.913 1.137
H 5.450 1.243 2.549
H 6.917 3.044 3.235
H 5.230 3.508 3.512
H 5.084 5.903 2.949
H 4.187 4.914 1.773
H 5.349 6.137 1.210
C 2.663 7.875 2.274
O 3.487 7.798 3.426
C 3.965 9.056 3.865
C 3.195 9.575 5.062
O 1.828 9.781 4.768
C 0.996 8.730 5.228
H 2.185 6.906 2.148
H 1.894 8.642 2.385
H 3.261 8.090 1.382
H 3.912 9.781 3.045
H 5.016 8.943 4.150
H 3.632 10.525 5.383
H 3.295 8.860 5.889
H 0.868 8.776 6.316
H 1.408 7.755 4.960
H 0.026 8.844 4.748
C -2.915 3.924 2.744
O -1.907 3.753 3.729
C -0.644 4.269 3.354
C -0.369 5.613 3.994
O -1.250 6.629 3.546
C -2.322 6.887 4.428
H -3.864 3.673 3.216
H -2.950 4.955 2.384
H -2.753 3.256 1.894
H -0.569 4.353 2.264
H 0.122 3.565 3.688
H 0.647 5.928 3.740
H -0.432 5.516 5.085
H -1.979 7.398 5.337
H -2.835 5.966 4.718
H -3.019 7.537 3.902
C 1.867 5.560 8.215
O 3.030 5.544 9.021
C 3.743 4.322 8.982
C 4.931 4.380 8.045
O 4.529 4.565 6.703
C 4.637 5.897 6.242
H 1.522 6.592 8.176
H 2.073 5.210 7.200
H 1.074 4.939 8.647
H 3.081 3.505 8.674
H 4.096 4.109 9.996
H 5.481 3.437 8.107
H 5.603 5.188 8.358
H 5.684 6.174 6.067
H 4.197 6.604 6.951
H 4.096 5.958 5.298
C -6.721 -6.624 -4.610
O -6.595 -7.980 -4.220
C -6.421 -8.883 -5.292
C -4.974 -9.278 -5.495
O -4.174 -8.189 -5.900
C -3.432 -7.589 -4.849
H -6.650 -6.025 -3.705
H -5.927 -6.329 -5.299
H -7.692 -6.439 -5.085
H -6.816 -8.450 -6.220
H -7.002 -9.782 -5.058
H -4.922 -10.040 -6.279
H -4.589 -9.718 -4.567
H -2.604 -8.233 -4.534
H -4.062 -7.373 -3.984
H -3.022 -6.659 -5.235
C -12.060 -8.817 -5.159
O -11.361 -8.869 -6.386
C -9.989 -9.195 -6.251
C -9.712 -10.644 -6.582
O -10.328 -11.535 -5.669
C -11.531 -12.103 -6.141
H -13.120 -8.751 -5.400
H -11.881 -9.710 -4.555
H -11.775 -7.935 -4.575
H -9.638 -8.968 -5.238
H -9.430 -8.563 -6.948
H -8.634 -10.818 -6.542
H -10.052 -10.853 -7.603
H -11.343 -12.837 -6.933
H -12.213 -11.340 -6.526
H -11.997 -12.609 -5.297
```

Computed properties:
charge: -1
energy above the lowest of the compared OMol25 structures with the same formula, charge and spin: 0.000 eV
E_LUMO: 0.056 Eh
E_HOMO: -0.2031 hartree
frontier orbital gap: 7.0 eV

Löwdin population analysis, charges in e, atoms 1 to 99: C -0.0992; C -0.2617; C -0.2193; C -0.2048; C -0.2149; C -0.2154; C -0.2086; C -0.2162; C -0.2187; C -0.2454; C -0.3362; C -0.3553; Nb 1.0549; S 0.1457; Br 0.0492; I 0.0513; O -0.4824; C -0.2820; C -0.2268; C -0.0837; C -0.4397; F -0.0106; F -0.0456; C -0.3943; F 0.0738; F 0.1208; C -0.5946; F 0.1527; F 0.1638; F 0.1715; H 0.0640; H 0.0628; H 0.0591; H 0.0997; H 0.1012; H 0.0925; H 0.1076; H 0.1030; H 0.1043; H 0.1020; H 0.1074; H 0.1127; H 0.0880; H 0.1038; H 0.1063; H 0.1015; H 0.1090; H 0.1051; H 0.0800; H 0.1082; H 0.0075; H 0.0805; H 0.0273; H 0.0386; H 0.0479; H -0.2935; H 0.0957; H 0.1305; H 0.0837; H 0.0712; H 0.0625; H 0.0718; H 0.0489; C -0.0972; O -0.1971; C -0.2080; C -0.2023; O -0.1850; C -0.1097; H 0.0915; H 0.0845; H 0.0782; H 0.1279; H 0.1243; H 0.1239; H 0.1245; H 0.0691; H 0.0864; H 0.0926; C -0.0946; O -0.2233; C -0.1995; C -0.2038; O -0.1778; C -0.0986; H 0.0830; H 0.0920; H 0.0905; H 0.1265; H 0.1264; H 0.1257; H 0.1144; H 0.0893; H 0.0711; H 0.0851; C -0.0950; O -0.1888; C -0.2078; C -0.2049

Entry from the OMol25 dataset: C4H16AlN8O8P as an isolated structure in a non-equilibrium geometry (wB97M-V/def2-TZVPD).

Geometry as XYZ:
```
38
Properties=species:S:1:pos:R:3
Al -13.956 0.743 10.948
P -13.136 0.447 14.161
O -12.448 1.678 13.428
O -12.868 0.083 15.627
O -12.591 -0.677 13.257
O -14.671 0.472 13.743
C -9.970 0.736 11.244
O -11.026 0.573 10.715
N -8.752 0.416 10.834
N -9.861 1.164 12.450
H -8.553 -0.173 10.038
H -8.093 0.646 11.564
H -9.482 0.468 13.077
H -10.797 1.490 12.644
C -16.200 -0.611 7.745
O -15.519 -0.359 8.661
N -15.929 -0.379 6.498
N -17.398 -1.047 7.822
H -15.112 0.084 6.125
H -16.570 -0.736 5.803
H -17.871 -1.301 6.966
H -17.748 -1.184 8.759
C -17.574 1.619 12.214
O -16.842 1.300 11.298
N -18.789 2.072 12.073
N -17.328 1.293 13.517
H -19.224 2.331 12.947
H -19.134 2.389 11.178
H -17.995 1.464 14.256
H -16.378 1.082 13.787
C -16.244 -2.126 12.287
O -15.510 -1.677 11.480
N -17.174 -2.985 11.963
N -16.155 -2.059 13.525
H -17.030 -3.286 11.010
H -17.722 -3.544 12.600
H -15.275 -1.635 13.783
H -16.920 -2.377 14.102
```

Computed properties:
multiplicity: 2
charge: +1
E_LUMO (spin up / spin down): -0.224 / -0.294 Eh
E_HOMO (spin up / spin down): -0.4641 / -0.4633 hartree
frontier orbital gap (spin up / spin down): 6.5 / 4.6 eV

How is the electron density shared among the atoms? According to Löwdin, the charges in e are: Al 1.3897; P 0.1084; O -0.2104; O -0.0635; O -0.1538; O -0.3139; C -0.7698; O 0.0205; N 0.1943; N 0.1631; H 0.1288; H 0.1216; H 0.1400; H 0.0511; C -0.8337; O 0.0261; N 0.1764; N 0.1875; H 0.1285; H 0.1130; H 0.1246; H 0.1321; C -0.6938; O -0.0039; N 0.1832; N 0.1666; H 0.1184; H 0.1322; H 0.1100; H 0.0416; C -0.8427; O 0.0451; N 0.1774; N 0.2111; H 0.1226; H 0.1217; H 0.1071; H 0.1426

Entry from the OMol25 dataset: one molecule with the formula C18H20ClN3O5 (wB97M-V/def2-TZVPD).

Geometry as XYZ:
```
47
Properties=species:S:1:pos:R:3
C -2.952 2.053 -2.709
H -2.933 3.123 -2.522
H -2.824 1.891 -3.778
H -3.926 1.671 -2.416
C -1.841 1.361 -1.923
C -0.481 1.952 -2.286
H -0.467 3.011 -2.039
H -0.293 1.864 -3.356
H 0.330 1.474 -1.739
H -2.018 1.516 -0.854
C -1.921 -0.153 -2.178
N -1.001 -0.908 -1.338
C 0.253 -1.259 -1.743
N 0.638 -1.043 -3.005
H 0.196 -0.328 -3.556
H 1.632 -1.241 -3.164
C 1.133 -1.852 -0.830
C 0.659 -2.299 0.457
O 1.282 -2.982 1.246
N -0.655 -1.915 0.755
C -1.466 -1.169 -0.050
O -2.553 -0.778 0.312
C -1.198 -2.263 2.057
H -0.470 -2.902 2.551
H -1.370 -1.359 2.641
H -2.145 -2.787 1.930
C 2.552 -1.789 -1.120
O 3.025 -1.766 -2.248
C 3.481 -1.617 0.078
H 3.695 -2.588 0.531
H 4.405 -1.153 -0.283
O 2.907 -0.840 1.121
C 2.222 0.250 0.780
O 2.200 0.717 -0.339
C 1.419 0.786 1.903
C 1.317 0.103 3.113
C 0.491 0.583 4.110
C -0.237 1.746 3.895
C -0.146 2.435 2.693
C 0.682 1.951 1.701
H 0.769 2.464 0.755
H -0.721 3.335 2.543
Cl -1.273 2.339 5.138
H 0.402 0.059 5.048
H 1.874 -0.810 3.256
H -2.926 -0.491 -1.911
H -1.746 -0.394 -3.227
```

Computed properties:
energy above the lowest of the compared OMol25 structures with the same formula, charge and spin: 0.000 eV
SMILES: CC(C)Cn1c(N)c(C(=O)COC(=O)c2ccc(Cl)cc2)c(=O)n(C)c1=O
E_LUMO: 0.004 Eh
E_HOMO: -0.3244 hartree
frontier orbital gap: 8.9 eV

How is the electron density shared among the atoms? According to Löwdin, the charges in e are: C -0.0687; H 0.0796; H 0.0818; H 0.0805; C -0.3960; C -0.0658; H 0.0831; H 0.0794; H 0.0527; H 0.1334; C -0.1097; N 0.0838; C -0.2265; N 0.2228; H 0.0955; H 0.0959; C -0.0308; C -0.3857; O 0.0795; N 0.0445; C -0.4318; O 0.1024; C 0.0046; H 0.0919; H 0.0914; H 0.1001; C -0.3224; O 0.0634; C -0.0501; H 0.1443; H 0.1461; O 0.0067; C -0.4403; O 0.1195; C -0.1151; C -0.0034; C -0.0946; C -0.6676; C -0.0875; C 0.0005; H 0.1177; H 0.1072; Cl 0.6907; H 0.1094; H 0.1268; H 0.1312; H 0.1295

Entry from the OMol25 dataset: H16KrO8 as an isolated structure (wB97M-V/def2-TZVPD).

Geometry as XYZ:
```
25
Properties=species:S:1:pos:R:3
Kr 8.791 -11.212 18.842
O 11.448 -10.482 21.552
H 11.931 -11.063 22.141
H 11.609 -10.839 20.678
O 12.337 -10.141 18.782
H 13.265 -10.335 18.647
H 12.328 -9.255 19.145
O 7.719 -8.056 21.717
H 7.384 -8.881 22.069
H 7.935 -8.255 20.806
O 6.304 -13.201 21.243
H 6.057 -13.992 21.722
H 5.744 -13.205 20.467
O 11.112 -13.081 17.270
H 11.990 -12.993 17.641
H 10.925 -12.222 16.891
O 9.401 -15.038 18.210
H 9.115 -14.564 18.991
H 10.015 -14.442 17.780
O 8.711 -12.547 22.523
H 7.965 -12.864 22.014
H 8.728 -11.604 22.361
O 10.803 -10.210 16.174
H 9.860 -10.073 16.085
H 11.016 -9.859 17.039
```

Computed properties:
energy above the lowest of the compared OMol25 structures with the same formula, charge and spin: 0.227 eV
E_LUMO: -0.002 Eh
E_HOMO: -0.3896 hartree
frontier orbital gap: 10.5 eV

How is the electron density shared among the atoms? According to Löwdin, the charges in e are: Kr 0.2143; O -0.0659; H 0.0382; H -0.0195; O -0.0486; H 0.0621; H 0.0605; O -0.0502; H 0.0244; H 0.0146; O -0.0482; H 0.0564; H 0.0522; O -0.0705; H 0.0521; H -0.0118; O -0.0748; H 0.0039; H -0.0344; O -0.0703; H -0.0367; H 0.0074; O -0.0678; H 0.0277; H -0.0149